(1)
Formula: C24H33GeI2N6O3RhS3Se
Source: OMol25
Level of theory: ωB97M-V/def2-TZVPD

The charge is +2. As for the total energy: -214067.55538 eV. As for the spin multiplicity: 5. The calculation puts the orbital gap (alpha / beta) at 6.8824 / 4.0383 eV. The calculation puts the maximum force at 6.5 eV/A.

Geometry as XYZ:
```
74
Properties=species:S:1:pos:R:3:forces:R:3
C -2.5912 -0.5124 0.5762 0.1 -0.1 0.1
H 7.1681 -0.8446 -0.0596 0.1 0.0 0.1
Rh 0.4677 -1.1698 0.4134 0.1 -0.2 0.1
C -0.4946 2.5697 1.0587 -0.6 1.5 -1.0
C 2.1165 -0.1385 -3.4172 -0.1 -0.1 -0.1
C -3.4489 0.4836 0.1412 0.2 -0.4 0.3
N -1.0525 -1.3661 2.2286 0.4 -0.8 0.4
C -2.5412 0.4811 2.7832 0.0 -0.1 -0.2
C -3.4100 1.4749 2.3550 0.2 -0.5 0.1
C -1.1836 5.7459 0.5554 0.1 -0.5 -0.5
H -3.3360 -5.9497 -0.9616 0.1 0.0 0.0
Ge -0.2653 4.1874 -0.2296 1.5 -0.9 0.7
H -3.7376 2.2659 3.0099 0.0 0.1 0.2
H -1.8903 -5.7344 0.0602 -0.1 0.0 -0.1
H -1.0085 6.6276 -0.0513 0.0 0.1 -0.1
C 1.7293 4.3887 -0.1425 -0.7 0.2 -0.3
H -0.3121 2.3714 -2.0387 0.1 -0.1 0.1
H -1.4433 2.1795 0.7218 0.0 -0.5 0.3
H 2.2192 3.4250 -0.2857 -0.1 0.0 -0.1
C -2.0930 -0.4854 1.8847 -0.8 0.6 -0.2
O -3.0810 3.5574 0.1272 -0.7 2.0 -1.1
C 0.1621 -1.9669 -2.8386 0.9 0.7 -0.2
S -0.1531 -3.5384 0.0857 0.2 -0.2 0.4
H -2.1832 0.4754 3.8015 0.1 0.0 0.2
H 2.0494 4.7987 0.8111 -0.1 0.1 0.2
H -0.3291 3.9624 -2.8007 0.0 0.1 -0.1
H 0.9486 1.3278 3.4406 0.1 0.0 0.0
C 1.6843 1.5229 2.6622 0.0 -0.2 0.1
C -0.7292 3.3766 -1.9793 0.0 0.5 0.5
N 3.8472 -0.6706 0.4054 -0.1 0.1 -0.1
C 1.8419 -0.5622 -2.1341 0.3 0.1 -0.3
N -0.8183 -2.9254 -2.5446 -0.7 -0.6 0.8
N 0.8714 -1.4333 -1.8330 -0.4 -0.1 -0.4
H -1.8237 -3.0960 -4.4665 0.0 0.1 -0.1
H 5.0892 0.3279 -0.8605 0.1 0.1 -0.1
H -0.5644 2.9332 2.0774 0.0 -0.2 0.2
H 2.5223 0.8370 2.7568 -0.1 0.0 0.0
C 3.7167 -1.5928 1.3681 0.0 -0.2 0.3
H -1.2683 -2.3537 2.0853 -0.1 0.2 0.0
Se 0.8369 1.2302 0.9446 0.7 0.2 0.0
H 2.0795 5.0626 -0.9168 0.1 0.1 -0.1
C 6.2069 -1.0541 0.3774 -0.1 -0.1 0.1
H 4.6910 -2.8957 2.6178 0.0 0.1 -0.1
H 1.5394 -0.3613 -5.4835 0.0 0.0 0.0
H -3.3217 -4.9320 -3.1719 -0.2 0.0 -0.1
C -3.8145 1.4552 1.0429 -1.1 1.6 -0.9
H 2.0334 2.5520 2.7194 -0.1 0.0 -0.1
C -2.6746 -5.2218 -0.4954 -0.2 -0.4 0.6
S 2.2203 -2.0173 1.9910 -0.2 -0.3 0.3
O -5.0979 2.6336 -0.8890 -0.5 1.2 -1.0
H -0.7373 -1.2484 3.1894 0.0 0.1 -0.2
C -1.7493 -3.4160 -3.4496 -0.6 -0.4 -0.2
H -0.8161 5.9261 1.5612 0.1 0.0 0.1
H -2.2803 -1.3029 -0.0996 0.0 0.0 0.0
I -0.1372 -3.7074 4.8464 0.0 -0.2 0.1
C -1.0391 -3.5656 -1.3481 -0.1 -0.2 0.1
C 6.0617 -1.9648 1.3908 0.2 0.3 -0.4
H -1.8043 3.3209 -2.0865 -0.2 -0.1 -0.1
I 0.9714 -5.7870 6.0924 -0.1 0.2 -0.1
C 5.0387 -0.4141 -0.0758 0.6 -0.3 0.2
O -5.1917 3.6340 1.3778 -0.5 1.7 -0.3
H -0.1445 -2.0659 -4.9819 -0.1 0.0 0.0
C -2.5184 -4.3228 -2.8089 0.2 0.4 -0.8
H 2.9001 0.5772 -3.5975 0.1 0.1 0.0
N -2.0895 -4.4008 -1.5183 0.8 0.8 -0.3
C 1.3630 -0.6621 -4.4613 0.0 0.0 0.4
H 2.4340 -0.2187 -1.2948 -0.1 0.1 0.0
N 4.8339 -2.2168 1.8752 -0.3 0.3 -0.2
C 0.3939 -1.6025 -4.1711 -0.1 -0.2 0.2
H -3.8145 0.5343 -0.8713 0.0 -0.1 -0.2
H 6.8917 -2.5049 1.8204 0.0 -0.1 0.1
H -3.2543 -4.6081 0.1976 0.1 0.0 0.0
H -2.2468 5.5455 0.5948 -0.1 0.2 0.0
S -4.4391 3.0395 0.3162 1.6 -5.6 2.7
```
Forces are in eV/Å.

=====

(2)
Formula: C24H33GeIrN2OSe
Source: OMol25
Level of theory: ωB97M-V/def2-TZVPD

The charge is +2. As for the total energy: -155138.44687 eV. The calculation puts the orbital gap (alpha / beta) at 6.8211 / 6.8220 eV. The calculation puts the maximum force at 1.4 eV/A.

Geometry as XYZ:
```
63
Properties=species:S:1:pos:R:3:forces:R:3
C 2.4999 1.3869 -1.7806 0.0 0.0 0.0
H -2.1613 -3.7697 1.8412 0.0 0.0 0.0
H -6.6633 2.1021 1.0972 0.0 0.0 0.0
C -1.4449 -1.8963 -3.8878 0.0 0.0 0.0
H 0.9750 1.4827 2.6004 -0.1 0.0 0.0
H 4.5873 3.7900 -2.6270 0.0 0.0 0.0
C 4.4106 2.7451 -2.3969 0.1 0.0 -0.1
C -6.3631 0.0868 -1.8455 0.0 0.0 0.1
C -0.7670 -0.8057 4.3965 0.0 0.0 0.0
H 0.3740 0.9329 4.9266 0.0 0.0 0.0
H 4.0261 0.0913 -2.5599 0.0 0.0 0.0
C -2.4033 -3.7937 -2.7615 0.0 -0.1 0.0
C -5.7331 2.2402 0.5464 -0.1 -0.1 -0.1
H -3.0170 -0.0364 -1.5141 0.0 0.1 0.0
C 0.3535 0.6159 2.8018 0.2 0.2 0.1
H 1.6636 3.7491 -3.2771 0.0 0.0 0.0
C 3.4170 0.2124 -1.6648 0.0 -0.1 0.0
H -4.8745 -1.8285 0.4669 0.0 0.0 0.0
C -0.0974 -0.1833 1.7686 -0.5 0.7 -0.4
C -1.1025 -1.3218 -2.6938 0.1 0.0 0.3
N -1.0568 -1.4196 -0.2754 0.3 0.7 0.4
C -2.0752 -3.2238 -1.5111 0.1 0.1 0.1
H -7.3243 -0.2749 -1.4796 0.0 0.0 0.0
H -5.9031 -0.7062 -2.4349 0.0 0.0 0.0
H -3.3856 1.6713 -1.8398 0.1 0.0 0.0
Ge -5.2474 0.5709 -0.3345 0.3 0.1 0.1
H -4.9635 2.5464 1.2572 0.0 0.0 0.0
C 2.0850 3.7076 -2.2729 0.0 0.0 0.0
C -1.3177 -2.0325 0.8822 -0.3 -0.1 -0.2
H -6.5481 0.9453 -2.4895 0.0 0.0 0.0
C 0.0170 0.3089 4.1183 0.1 -0.2 -0.1
Se -2.1974 1.4384 0.3294 1.0 -0.6 0.1
H -4.0523 -0.6776 1.5389 0.0 0.0 0.0
H 2.6495 4.6156 -2.0855 0.0 0.0 0.0
C -1.2235 -1.6048 3.3619 0.1 -0.2 0.1
H -0.5769 -0.3755 -2.6510 0.0 0.0 -0.2
H 5.0036 2.4768 -1.5243 0.0 0.0 0.0
H -1.1963 -1.4016 -4.8172 0.0 0.0 0.0
H -1.8439 -2.4626 3.5877 0.0 0.0 0.0
N 2.9779 2.5538 -2.1345 0.0 0.1 0.1
H 2.8356 -0.6934 -1.5132 0.0 0.0 0.0
C -4.9635 -0.8613 0.9635 0.0 0.0 -0.1
H -5.7946 -0.9162 1.6659 0.0 0.0 0.0
H -1.3892 3.1608 -1.3125 0.0 0.0 0.0
C -1.7754 3.2189 -0.2976 0.1 0.1 -0.1
C -0.8837 -1.2970 2.0461 0.0 -0.2 0.4
C -3.3927 0.8888 -1.0816 -0.3 0.0 -0.1
C -2.0975 -3.1445 -3.9226 0.0 0.0 -0.1
C -2.3518 -3.8541 -0.2738 0.0 -0.1 -0.1
H 1.2747 3.6339 -1.5542 0.0 0.0 0.0
H -1.0327 3.6431 0.3740 0.0 0.0 0.1
H 4.7411 2.1491 -3.2460 -0.1 0.0 0.0
H -2.3388 -3.5922 -4.8767 0.0 0.0 0.0
Ir -0.0422 0.3546 -0.1619 -1.1 -0.7 -0.3
H -2.8624 -4.8096 -0.2715 0.0 0.0 0.0
H -2.6872 3.8132 -0.2724 0.0 0.0 0.1
H -2.8808 -4.7650 -2.7866 0.0 0.0 0.0
H -1.0080 -1.0596 5.4192 -0.1 0.1 0.0
O 1.2430 1.2559 -1.5511 0.3 0.2 0.2
C -1.9735 -3.2774 0.8990 0.0 -0.1 0.0
H -5.8925 3.0404 -0.1764 0.0 0.0 0.0
C -1.4080 -1.9803 -1.4832 0.1 0.1 -0.2
H 4.1021 0.3388 -0.8238 0.0 0.0 0.0
```
Forces are in eV/Å.

=====

(3)
Formula: C24H33N2O5PS2TeW
Source: OMol25
Level of theory: ωB97M-V/def2-TZVPD

The charge is 0. As for the total energy: -78719.92096 eV. The calculation puts the orbital gap (alpha / beta) at 4.9481 / 5.0054 eV. The calculation puts the maximum force at 5.4 eV/A.

Geometry as XYZ:
```
69
Properties=species:S:1:pos:R:3:forces:R:3
H 0.5889 4.4619 2.4453 0.0 0.0 0.1
C 4.6065 2.2766 0.5649 0.0 -0.3 -0.1
H -1.8548 -3.2681 2.1966 -0.1 0.0 0.0
H 1.4931 -3.7553 -1.5988 0.0 -0.1 0.0
H -3.0964 -1.6261 2.2339 0.0 -0.1 0.1
C 3.1792 -2.4337 -1.7310 -0.3 -0.4 -0.3
H -2.4540 -4.0183 -1.7389 -0.1 0.0 -0.1
C -1.2126 -2.3004 -2.1693 -1.2 -0.3 -0.8
C -2.5814 4.4613 1.2611 0.1 0.1 0.2
H 3.0730 -4.5592 -1.5178 0.1 -0.2 -0.1
C 1.5030 -3.4114 2.4363 -0.1 0.6 -0.2
H 2.8646 -1.8931 1.7536 -0.1 0.0 -0.1
H -3.7334 6.2135 0.8650 -0.1 0.1 0.0
C -0.8282 -2.9613 2.0792 0.0 0.8 -0.4
S -0.2087 2.5031 -1.1803 -1.9 -0.8 1.2
C 2.5050 -3.6886 -1.2056 0.0 0.4 0.0
S -3.1588 3.2644 -1.1011 -0.5 0.2 0.0
O 2.4254 -1.2714 -1.3499 0.8 1.5 0.1
H 3.2547 -2.4653 -2.8277 0.0 0.0 0.2
C -1.5532 -0.8641 0.9481 0.0 3.1 -2.0
H -3.2167 -1.9349 -2.8565 -0.1 -0.2 -0.1
C 4.3123 0.7855 0.6150 -0.2 0.1 0.6
H 5.4889 2.4487 -0.0479 0.1 0.1 0.0
H 0.1845 6.8942 2.4256 0.1 0.1 0.0
H -1.4729 -3.5602 -3.9050 -0.1 0.0 0.0
C -0.3693 4.8494 2.1277 0.1 0.0 0.1
C 0.8453 -1.3932 1.2742 -1.1 0.1 0.7
C -0.5415 -1.7449 1.4106 1.7 -1.2 0.6
O 2.1421 1.1367 -1.0200 1.5 0.7 0.7
H 2.2811 -4.0399 2.8424 0.1 0.0 0.0
Te 0.5158 0.7417 -3.5187 0.0 -0.6 -1.1
H 4.1890 -2.3413 -1.3130 -0.2 0.1 -0.1
C -1.6752 -3.4403 -1.2498 0.4 0.4 0.0
N -1.1972 0.1467 0.0851 -1.6 -1.9 1.3
H -3.6164 2.5576 1.1509 -0.1 0.1 0.0
H -1.9882 7.7705 1.6460 0.0 0.1 0.0
C -2.9747 -0.9190 1.4220 0.2 0.1 0.2
O 1.1847 -0.2232 0.7043 1.2 -1.2 3.3
C -2.7938 5.8344 1.2403 0.0 -0.1 0.0
P 3.2007 0.2873 -1.7738 2.3 -1.2 -0.5
C -1.8937 2.0955 -0.8329 2.5 0.4 0.3
C 1.8307 -2.2147 1.8087 0.2 -0.2 0.4
H 3.7622 2.8074 0.1295 0.0 0.1 0.0
H -0.0975 -4.7004 3.0517 0.0 -0.1 0.0
H -2.0670 -3.0397 -0.3215 -0.1 0.0 0.1
C -1.8122 6.7064 1.6723 0.0 0.0 0.0
C -2.3961 -1.3542 -2.4464 0.2 -0.2 0.0
O -0.1605 -1.5742 -1.5358 -0.3 -1.7 0.0
H 3.3095 0.6170 1.0300 0.3 -0.1 -0.1
H -1.1825 2.9068 1.7478 0.0 0.0 0.0
C -0.5925 6.2145 2.1091 0.0 0.1 0.0
H -0.5085 -2.1136 -4.2296 0.0 0.0 0.1
H -0.8420 -4.0983 -1.0111 0.1 -0.1 0.1
H -2.7453 -0.8785 -1.5309 0.0 0.0 -0.1
H 5.0492 0.2609 1.2287 0.0 0.0 0.0
C 0.1692 -3.7739 2.5656 -0.1 -0.3 0.0
C -3.5992 3.5403 0.6837 0.2 -0.1 -0.5
N -2.2146 0.9995 -0.2330 -0.9 -0.4 0.1
H -3.2656 0.0710 1.7735 0.0 -0.1 0.0
W 0.5784 -0.0009 -1.0560 -3.2 1.9 -3.9
H -4.5947 3.9768 0.6770 -0.1 0.0 0.0
H 0.1937 -3.4705 -3.3344 0.1 -0.1 0.0
O 4.4112 0.2039 -0.6833 -0.1 0.2 -0.6
C -1.3606 3.9752 1.7214 -0.2 -0.1 0.1
H -2.1372 -0.5800 -3.1733 0.0 -0.1 0.2
C -0.7151 -2.8956 -3.4990 0.2 0.4 0.4
H 4.7862 2.6510 1.5685 0.0 0.1 0.1
H -3.6624 -1.1813 0.6153 0.1 0.1 -0.1
H 2.4462 -3.6709 -0.1184 0.0 0.0 -0.1
```
Forces are in eV/Å.

=====

(4)
Formula: C24H33N3O2STi
Source: OMol25
Level of theory: ωB97M-V/def2-TZVPD

The charge is -1. As for the total energy: -67944.35000 eV. As for the spin multiplicity: 2. The calculation puts the orbital gap (alpha / beta) at 6.9792 / 7.5503 eV. The calculation puts the maximum force at 0.4 eV/A.

Geometry as XYZ:
```
64
Properties=species:S:1:pos:R:3:forces:R:3
C 1.0545 -2.2274 -2.7560 0.0 0.0 0.0
C -4.3522 1.4087 0.9562 0.0 0.0 0.0
H 2.6530 1.3588 2.6733 0.0 0.0 0.0
H 2.1729 -3.8232 0.3372 0.0 0.0 0.0
C -0.8859 2.1576 -2.9131 0.0 0.0 0.0
H -1.6191 -3.8177 4.8373 0.0 0.0 0.0
H -1.8971 1.6285 -0.3478 0.0 0.0 0.0
H 2.6309 3.4376 2.1327 0.0 0.0 0.0
C 1.0561 2.7320 -1.3302 0.0 0.0 0.0
C 1.4852 1.4974 -3.4864 0.0 0.0 0.0
H -3.9918 1.5195 1.9814 0.0 0.0 0.0
C 0.5130 -3.2460 1.6576 0.0 -0.1 -0.1
S -0.6246 -1.7218 -2.8289 0.1 0.0 0.0
H -3.9583 1.1082 -1.7758 0.0 0.0 0.0
H -4.2456 2.3802 0.4630 0.0 0.0 0.0
H 4.0045 0.3346 0.9157 0.0 0.0 0.0
C 1.7840 1.9502 0.8616 0.0 0.0 0.0
H -3.5630 -0.6092 -1.7453 0.0 0.0 0.0
H -1.0844 1.1216 -2.6467 0.0 0.0 0.0
N 1.7334 -2.5576 -1.6996 0.0 0.0 0.0
H 1.3716 4.8050 -1.7073 0.0 0.0 0.0
C 2.1226 0.8552 1.8572 0.0 0.0 0.0
H 0.3682 -0.4340 1.7737 0.0 0.0 0.0
C 1.1644 1.6898 -0.3813 0.0 0.0 0.0
H 1.2234 -0.4925 3.2982 0.0 0.0 0.0
H 2.6498 -0.6703 0.4008 0.0 0.0 0.0
H 0.7599 -4.5366 4.7994 0.0 0.0 0.0
H 3.3714 -0.9155 2.0009 0.0 0.0 0.0
H 2.5297 1.8167 -3.4653 0.0 0.0 0.0
H 1.4150 0.5163 -3.0221 0.0 0.0 0.0
C 1.4692 4.0108 -0.9739 0.0 0.0 0.0
H -1.5093 2.7952 -2.2841 0.0 0.0 0.0
C -3.5391 0.3493 0.2068 0.0 0.0 0.0
Ti -0.6407 -0.8555 -0.5173 0.2 0.1 -0.1
H -3.6741 -0.6054 0.7320 0.0 0.0 0.0
C -2.0455 0.6676 0.1625 -0.1 -0.1 0.0
C 0.5950 2.5091 -2.7598 0.0 0.0 0.0
H -1.6830 0.8278 1.1943 0.0 0.0 0.0
C 2.1710 3.2500 1.1674 0.0 0.0 0.0
H -5.1598 -0.0615 -1.2047 0.0 0.0 0.0
O 0.7344 0.4652 -0.6773 -0.1 0.0 0.1
H -1.1914 2.2994 -3.9538 0.0 0.0 0.0
C -1.0191 -3.6584 3.9487 0.0 0.0 0.0
C -4.0925 0.1814 -1.2080 0.0 0.0 0.0
O -1.3931 -2.2209 0.6531 -0.1 0.2 0.3
N 1.7189 -2.2821 -3.9563 0.0 0.0 0.0
H -2.6255 -2.7415 2.8471 0.0 0.0 0.0
H 2.5672 -2.8247 -3.9607 0.0 0.0 0.0
C 2.0026 4.2928 0.2727 0.0 0.0 0.0
H 1.1746 1.3982 -4.5302 0.0 0.0 0.0
H 0.7361 3.4753 -3.2579 0.0 0.0 0.0
C -1.5902 -3.0582 2.8455 0.1 0.0 0.1
C 1.0560 -3.8709 2.7825 0.0 0.0 0.0
H 2.3069 5.2996 0.5309 0.0 0.0 0.0
H -5.4196 1.1624 0.9930 0.0 0.0 0.0
H 2.0873 -4.2061 2.7370 0.0 0.0 0.0
H 1.1435 -2.3185 -4.7783 0.0 0.0 0.0
N 0.9800 -2.4243 -0.5487 -0.1 -0.1 0.0
C 3.0942 -0.1639 1.2555 0.0 0.0 0.0
H 0.2131 0.9112 2.8975 0.0 0.0 0.0
C 1.3021 -3.1726 0.4342 0.0 0.1 0.0
C 0.9107 0.1767 2.4922 0.0 0.0 0.0
C 0.3159 -4.0654 3.9323 0.0 0.0 0.0
C -0.8372 -2.8085 1.6852 0.1 -0.2 -0.1
```
Forces are in eV/Å.